Record 1
# C74H86AsCsN7O5P2

A molecular structure, C74H86AsCsN7O5P2 (ωB97M-V with the def2-TZVPD basis set, OMol25).

Properties
total charge: -1

Geometry (Å):
C: -0.245 -3.375 -4.747
H: -1.180 -3.959 3.237
C: 1.358 2.179 4.391
H: 5.013 5.427 -1.346
C: 1.593 -4.917 -0.871
C: -3.288 -4.961 1.853
H: -1.100 -1.772 7.437
H: -2.715 0.410 -6.060
H: 1.260 3.335 -5.879
H: -3.205 -5.301 2.892
N: -0.306 2.960 2.526
H: 5.646 2.245 4.620
C: 1.100 -0.761 5.852
C: -3.657 2.643 -3.685
N: -3.646 -1.646 2.886
C: 4.921 1.623 5.154
C: 0.520 -3.583 -3.610
C: -1.004 1.006 -4.917
H: -5.999 0.764 -0.824
H: 3.394 -2.868 7.201
H: 0.999 -2.329 7.313
C: 0.388 3.158 3.695
C: -5.995 -2.389 1.034
C: -3.633 2.331 -1.294
H: 0.580 3.659 -0.823
C: -4.207 -2.486 3.930
O: 0.691 0.578 -2.199
H: 5.115 -1.097 3.041
H: -4.122 -1.964 4.880
C: -1.414 -2.629 -4.680
C: 0.267 4.626 -1.208
C: -2.371 2.977 -1.198
C: 1.928 -0.004 4.982
C: -0.626 5.309 4.051
C: 0.149 -3.019 -2.388
H: -3.247 0.312 2.276
H: -4.707 0.155 3.274
C: 4.274 0.402 -6.214
H: -0.282 6.600 -2.868
H: -6.087 3.230 -0.400
H: 3.003 -2.676 -5.594
C: 3.160 -6.659 -0.281
H: -4.988 -2.576 -1.496
C: 5.463 -0.224 3.582
C: 1.635 -1.772 6.634
H: 0.801 4.400 5.373
H: 2.670 1.861 -0.953
Cs: -0.873 0.404 -0.270
C: -5.161 0.657 -0.130
H: 1.805 -3.229 2.482
C: 4.100 -0.442 -0.741
H: 6.013 0.414 2.888
H: -1.664 5.917 -3.746
H: -2.315 -1.248 6.279
H: 5.431 1.128 5.986
H: -1.606 1.111 6.903
H: 3.690 2.206 -5.217
C: 3.327 -0.289 4.977
C: 2.986 -2.074 6.586
C: 4.081 -0.970 -6.323
C: -1.265 -1.535 6.383
C: -1.947 3.936 0.872
H: -2.279 2.036 -7.877
C: 3.813 -1.325 5.766
C: -0.491 2.794 -6.972
H: 4.660 -1.540 -7.039
H: 2.335 4.274 -4.464
H: -1.800 6.252 -2.014
C: 4.316 0.569 4.215
H: -0.649 -0.074 4.923
H: 0.034 1.664 6.522
H: -4.748 4.029 0.456
C: -5.313 3.104 0.363
C: 2.401 -0.867 -4.613
C: 3.923 3.611 -1.006
H: -3.089 0.041 4.008
H: -5.264 -2.731 3.767
C: 2.436 2.936 -2.776
H: -0.742 -2.758 2.005
H: 3.462 -4.574 0.124
H: -0.223 -5.606 -1.788
C: -1.036 -2.288 -2.332
C: 2.997 2.721 -1.524
C: 4.290 4.728 -1.745
C: -1.130 3.963 2.144
C: -4.517 -3.213 -0.739
H: 0.069 -3.803 -5.692
H: -3.631 1.852 0.775
C: 2.594 0.501 -4.497
N: -4.647 -2.630 0.582
C: -1.819 -2.101 -3.463
C: 3.483 -2.715 -2.180
P: -3.246 -2.247 1.404
C: -0.363 -0.388 5.930
H: -0.755 6.213 4.635
C: -1.607 1.968 -7.031
C: -0.553 0.813 6.865
H: 3.758 1.090 3.432
H: 1.151 5.215 -1.467
C: -4.367 1.957 -0.026
C: 2.793 4.061 -3.507
P: 1.035 -3.171 -0.772
C: 0.376 2.712 -5.895
C: -1.832 3.557 -2.368
O: -2.349 -1.344 0.654
H: -5.980 -1.785 1.938
H: -6.559 -1.839 0.274
C: 2.962 -1.176 -0.408
H: 1.405 -4.203 -3.677
C: 3.532 1.137 -5.303
As: 1.328 1.484 -3.397
C: 2.187 -0.792 0.793
O: -2.775 4.864 0.714
C: 0.735 -5.897 -1.373
H: 4.107 -6.954 0.153
H: 4.129 2.258 5.545
H: -1.357 -1.876 -1.382
N: -1.692 2.987 0.004
H: -2.753 -1.554 -3.389
N: -2.539 -3.745 1.616
C: -4.238 2.153 -2.528
H: -1.084 -2.437 5.793
H: -2.003 -2.465 -5.574
C: -1.125 5.906 -2.798
H: 1.657 -1.337 -3.981
O: 2.123 2.717 5.229
C: -3.683 -0.206 3.126
H: 1.975 0.257 0.985
H: 0.427 -7.979 -1.773
H: -1.192 0.322 -4.099
H: 3.976 5.843 -3.552
C: 0.226 4.319 4.463
H: 4.371 0.415 -0.140
H: -5.798 2.892 1.321
H: -5.204 1.663 -2.593
H: -0.572 -4.490 1.650
C: 2.801 -5.319 -0.302
H: 4.874 -1.550 5.760
C: -2.482 3.362 -3.585
H: -3.650 -3.419 4.008
C: -1.304 5.131 2.879
N: 1.813 -1.543 1.741
C: 4.908 -0.825 -1.795
H: 2.603 -8.664 -0.810
H: 5.774 -0.233 -2.061
C: 2.625 -2.308 -1.161
H: -6.527 -3.328 1.241
C: -1.185 -3.741 2.161
C: 3.148 -1.605 -5.517
H: -4.528 -0.170 -0.457
C: 3.716 4.957 -2.987
C: 4.611 -1.980 -2.502
H: -2.917 -5.766 1.209
H: 3.277 -3.629 -2.722
H: -0.294 3.500 -7.768
C: 1.098 -7.235 -1.360
H: 4.346 3.446 -0.024
H: 6.171 -0.557 4.345
O: 2.137 -2.882 1.644
H: -5.577 0.411 0.849
H: -0.009 4.140 -3.273
C: -0.628 4.496 -2.439
H: -4.341 -4.800 1.627
H: 5.253 -2.304 -3.312
H: -0.227 0.557 7.876
H: -4.135 2.499 -4.647
C: 2.317 -7.620 -0.820
H: -4.984 -4.204 -0.785
H: -3.460 -3.319 -0.983
H: -0.261 5.145 -0.410
C: -1.852 1.062 -6.012
H: -1.988 5.870 2.489
H: 5.000 0.900 -6.846
C: 0.103 1.837 -4.849
H: -2.064 3.813 -4.480
N: 1.271 0.902 4.149



Record 2
# C74H91F7N8

15 unconnected molecules or ions with the total composition C74H91F7N8 (ωB97M-V with the def2-TZVPD basis set, OMol25).

Properties
total charge: 0
energy above the lowest of the compared OMol25 structures with the same formula, charge and spin: 0.0 kcal per mole

Geometry (Å):
H: 2.335 -8.684 0.438
H: -0.174 -7.717 0.580
H: -6.049 -0.584 6.664
H: -3.138 2.096 3.251
C: -4.048 2.016 2.657
C: 5.603 -2.051 1.032
H: 2.582 4.076 -1.979
C: 4.474 5.154 -2.327
H: 6.219 -3.190 -6.001
C: 5.250 -0.198 -4.539
C: 4.810 -2.069 -3.106
C: 1.015 -0.871 1.026
H: 4.481 0.017 -2.623
C: 0.546 -2.186 -2.889
C: -0.650 0.848 0.625
H: -1.119 5.652 3.873
H: 5.071 -4.082 0.565
N: -3.952 3.510 -4.909
H: -0.521 -0.043 6.416
H: 5.285 0.871 -4.694
C: 4.795 -0.718 -3.350
C: -7.493 -3.133 4.710
H: -5.231 4.478 -2.157
H: 1.411 4.789 1.211
C: 4.925 -3.253 1.241
H: 2.281 6.851 -3.338
N: -0.551 -4.133 -1.479
H: -3.843 2.706 1.838
N: -4.757 5.194 4.094
H: 4.831 6.157 -2.563
H: 1.021 -1.685 7.542
C: -2.233 6.229 2.120
C: -1.547 5.247 2.956
H: 0.810 6.190 1.996
C: -4.114 -0.320 -1.770
C: -5.202 2.666 3.380
H: -0.937 -0.772 2.055
H: -5.459 2.136 4.297
H: 2.903 3.208 0.431
H: 0.255 4.158 3.192
H: 1.762 -6.041 1.404
H: -0.091 -1.312 -2.753
C: -2.943 -0.521 -2.488
C: -4.751 -4.659 1.487
H: 1.638 -1.688 -4.801
C: 5.853 -2.477 -5.277
H: 4.475 -2.455 -2.154
H: -1.259 -1.353 5.475
C: -4.918 4.068 3.787
C: -5.296 -0.338 -2.494
H: -2.088 4.561 -2.072
C: 5.841 -1.072 -5.464
H: -3.565 -0.031 2.039
C: 0.750 -0.647 4.807
H: 0.440 -5.270 0.547
C: 0.481 5.296 1.467
H: -4.175 3.069 -0.428
C: 2.231 -5.393 -0.498
H: 4.265 1.718 -0.859
C: -4.256 -5.933 1.271
H: 5.229 -4.031 -4.007
C: -0.101 -3.272 -2.131
F: -1.810 -1.118 -4.483
C: 3.835 -2.379 3.236
H: 0.187 -7.069 -1.031
C: 1.676 -8.421 -0.389
C: -3.975 -3.667 2.098
C: -4.143 -1.013 -4.477
C: -2.919 -0.853 -3.823
H: -2.066 -0.470 -1.859
C: -4.714 3.549 -2.394
H: -1.652 1.238 0.731
H: -4.183 -1.356 -5.500
H: -4.674 -1.521 4.638
H: 2.336 5.384 -4.351
C: 0.954 -2.428 -4.385
C: 0.823 1.883 -4.379
N: -7.708 -4.248 4.323
H: 2.590 5.767 -1.391
C: 4.132 -3.447 2.335
F: 6.287 -0.529 -6.665
H: -4.099 -0.160 -0.702
F: -0.251 2.636 -0.881
C: -7.187 -1.782 5.259
H: 1.686 -0.175 5.107
C: -3.620 3.259 -1.347
H: 2.592 -3.739 -4.011
H: -4.871 0.842 1.072
H: 7.769 3.623 1.008
H: 4.940 4.824 -1.398
F: 6.136 0.070 1.877
C: -0.271 -0.314 1.338
H: 3.692 -4.408 2.556
C: 0.607 3.701 -6.435
C: 5.371 -2.962 -4.060
H: -3.266 5.400 -1.110
N: 2.998 -4.896 -1.177
H: 1.112 5.643 -3.040
C: 2.918 5.093 -2.183
H: 0.999 -1.419 4.078
F: -1.940 -3.062 3.083
H: -5.495 2.792 -2.318
C: 3.975 3.302 0.523
H: 1.298 -1.801 1.496
C: 1.829 -0.184 0.131
H: -3.036 2.381 -1.622
C: 1.664 -3.751 -4.583
H: 3.278 -2.542 4.148
C: -2.976 -6.244 1.715
H: 1.188 -9.375 -0.591
C: 4.508 4.274 1.315
H: 3.805 4.815 1.930
N: 5.364 3.794 -4.391
H: 6.798 1.946 -0.718
C: -0.462 3.587 -5.475
C: -0.388 4.456 2.365
H: -2.269 4.537 3.361
H: -1.192 2.467 -3.802
F: 0.954 1.064 -3.335
C: 2.150 5.769 -3.348
C: -2.724 -4.005 2.535
H: -4.268 -2.627 2.104
H: 1.049 -4.626 -4.374
C: 5.394 -1.031 1.998
C: 1.752 2.896 -6.333
C: -5.330 -0.585 -3.856
C: 4.951 4.372 -3.483
H: 2.097 -3.868 -5.576
H: 4.316 -0.405 3.799
H: -0.647 -2.274 7.524
C: -4.265 3.559 -3.817
H: -5.113 0.151 2.719
H: 1.380 -1.934 -2.234
H: 0.488 4.261 -7.351
H: 0.319 0.125 4.169
C: 1.254 -5.988 0.441
H: 2.048 1.529 -1.204
H: -4.809 -6.643 0.676
H: 2.196 -8.189 -1.318
H: -6.229 -0.492 -4.447
H: 0.016 -2.365 -4.936
C: -4.417 0.650 2.045
C: 4.507 -1.164 3.055
C: 1.442 1.004 -0.480
H: 2.790 -0.608 -0.122
H: -6.990 -1.126 4.411
C: 6.181 2.602 -0.123
H: -0.732 3.569 1.833
H: -3.833 -1.731 6.189
H: -4.699 -3.067 5.519
N: -2.724 7.034 1.384
C: 1.895 2.031 -5.266
C: -4.730 -1.982 5.624
C: -0.393 2.582 -4.519
H: 6.300 -1.940 0.214
H: 2.700 1.340 -5.067
H: -1.362 4.178 -5.553
C: -2.203 -5.274 2.298
C: 5.879 4.373 1.472
N: 0.808 -4.418 6.022
H: -6.199 -0.142 -1.935
C: 0.207 -2.015 6.897
H: 0.057 5.590 0.507
C: 0.549 -3.327 6.358
H: -2.530 -7.206 1.508
H: -6.103 2.597 2.770
C: 0.183 1.506 -0.256
C: 6.721 3.536 0.762
H: -2.026 4.357 -0.312
H: -1.180 -5.513 2.544
C: 4.763 2.488 -0.288
C: 0.623 -7.367 -0.077
C: -6.025 -1.607 6.290
H: 2.538 2.898 -7.073
H: -8.083 -1.375 5.727
H: -6.140 -2.231 7.177
C: -2.690 4.476 -1.167
F: 6.369 5.278 2.313
C: -0.319 -0.963 5.867
H: -5.700 -4.431 1.025



no.,frontier orbital gap (eV),E_HOMO (eV)
1,5.93,-4.389
2,8.70,-8.905